ORCA calculation (ωB97M-V/def2-TZVPD) on C40H37AsInN4O5 as an isolated structure.

```
! RIJCOSX wB97M-V def2-TZVPD def2/J DEFGRID3
* xyz -1 1
In -1.269 1.914 -2.434
O -4.961 4.477 -1.345
C -3.924 3.801 -1.346
O -3.567 2.907 -2.160
C -2.968 4.116 -0.183
C -2.936 5.425 0.310
C -2.070 5.740 1.336
C -1.284 4.732 1.877
C -1.400 3.461 1.339
N -2.203 3.156 0.321
C -0.583 2.370 1.967
O 0.146 2.576 2.907
O -0.781 1.164 1.426
H -3.599 6.150 -0.140
H -2.010 6.750 1.726
H -0.605 4.899 2.701
O 0.338 1.040 -4.118
C 0.202 0.382 -5.202
C 1.185 -0.580 -5.596
C 1.065 -1.344 -6.731
C -0.045 -1.201 -7.575
C -1.000 -0.264 -7.242
C -0.911 0.537 -6.096
C -1.953 1.527 -5.824
N -1.986 2.444 -4.866
C -3.151 3.168 -5.040
C -3.824 2.709 -6.122
N -3.061 1.664 -6.607
H 2.036 -0.696 -4.936
H 1.833 -2.070 -6.973
H -0.145 -1.798 -8.473
H -1.850 -0.154 -7.910
H -3.428 3.952 -4.357
H -4.761 2.991 -6.568
H -3.281 1.102 -7.406
C -1.793 -4.514 5.655
C -1.255 -3.392 4.807
C -2.090 -2.414 4.287
C -1.623 -1.408 3.454
C -2.617 -0.399 2.934
C -0.248 -1.366 3.147
As 0.277 -0.293 1.599
N -0.389 -1.101 0.257
C -0.107 -2.397 -0.108
C 1.058 -3.111 0.234
C 1.259 -4.418 -0.192
C 0.316 -5.054 -0.981
C -0.834 -4.356 -1.347
C -1.049 -3.059 -0.918
C 2.077 0.447 1.676
C 2.735 0.547 0.437
C 2.068 0.263 -0.884
C 4.072 0.933 0.432
C 4.760 1.207 1.602
C 6.215 1.596 1.579
C 4.076 1.118 2.809
C 2.742 0.748 2.881
C 2.111 0.730 4.251
C 0.620 -2.336 3.677
C 2.114 -2.387 3.448
C 0.093 -3.322 4.504
H -2.879 -4.460 5.737
H -1.369 -4.485 6.661
H -1.536 -5.479 5.215
H -3.150 -2.443 4.519
H -3.619 -0.644 3.284
H -2.628 -0.376 1.846
H -2.371 0.603 3.285
H 1.816 -2.605 0.818
H 2.170 -4.933 0.091
H 0.476 -6.067 -1.328
H -1.570 -4.829 -1.986
H -1.941 -2.516 -1.204
H 1.071 0.693 -0.941
H 1.947 -0.809 -1.061
H 2.653 0.669 -1.707
H 4.582 1.012 -0.522
H 6.614 1.563 0.566
H 6.804 0.920 2.202
H 6.353 2.606 1.968
H 4.600 1.348 3.732
H 2.858 0.476 5.004
H 1.281 0.035 4.333
H 1.718 1.718 4.473
H 2.437 -1.864 2.556
H 2.440 -3.424 3.366
H 2.638 -1.940 4.296
H 0.768 -4.074 4.905
*
```

The calculation puts the LUMO energy at 2.2 eV. For the frontier orbital gap, the calculation gives 6.21 eV. The calculation puts the energy above the lowest of the compared OMol25 structures with the same formula, charge and spin at 84.5 kcal/mol. As for the electronic energy: -124293.60140 eV.

Mulliken atomic charge list, values in e, 5 entries:
1. In 1.00
2. O -0.74
3. C 0.14
4. O -0.59
5. C 0.43